[1]
DFT (ωB97M-V with the def2-TZVPD basis set) results for a molecular structure, C25H43EuF3O3P2S at a distorted geometry.

Cartesian coordinates (Å):
Eu (-2.30, 1.04, 0.38)
C (0.65, 0.66, 4.60)
C (1.53, 1.00, 3.50)
C (-0.28, 2.44, 3.45)
C (-0.47, 1.55, 4.55)
C (0.95, 2.10, 2.80)
C (0.88, -0.37, 5.65)
H (1.64, -1.12, 5.38)
H (-0.08, -0.90, 5.84)
H (1.23, 0.06, 6.62)
C (-1.60, 1.59, 5.53)
H (-2.24, 0.69, 5.47)
H (-2.26, 2.46, 5.38)
H (-1.20, 1.61, 6.57)
C (-1.15, 3.61, 3.16)
H (-1.02, 4.43, 3.91)
H (-2.22, 3.31, 3.15)
H (-0.91, 4.09, 2.19)
C (1.56, 2.77, 1.61)
H (2.60, 3.13, 1.80)
H (0.93, 3.62, 1.33)
H (1.65, 2.04, 0.77)
C (2.83, 0.38, 3.14)
H (3.69, 1.09, 3.16)
H (2.80, -0.03, 2.11)
H (3.08, -0.44, 3.85)
C (0.55, -3.33, 0.40)
C (1.34, -2.92, 1.43)
C (2.84, -2.76, 1.23)
C (3.41, -2.33, -0.16)
C (3.11, -0.90, -0.59)
C (1.91, -0.46, -1.02)
C (0.59, -1.18, -0.80)
C (0.53, -2.74, -0.99)
H (3.29, -3.76, 1.46)
H (3.15, -3.09, -0.91)
H (3.25, -2.11, 2.02)
H (1.32, -3.16, -1.65)
H (-0.14, -4.17, 0.50)
H (1.04, -2.92, 2.52)
H (-0.42, -3.01, -1.50)
H (0.21, -1.01, 0.25)
H (1.79, 0.57, -1.39)
H (-0.19, -0.76, -1.50)
H (4.51, -2.40, -0.08)
H (3.90, -0.17, -0.32)
P (-1.08, -0.49, -3.67)
P (-1.20, 2.42, -4.50)
C (-1.46, -0.24, -5.51)
C (-1.85, 1.19, -5.82)
H (-2.27, -0.92, -5.79)
H (-0.58, -0.51, -6.10)
H (-1.45, 1.53, -6.80)
H (-2.94, 1.33, -5.79)
C (-1.71, 3.84, -5.56)
H (-1.31, 4.77, -5.14)
H (-2.80, 3.91, -5.53)
H (-1.38, 3.73, -6.60)
C (0.57, 2.39, -5.11)
H (0.62, 2.37, -6.21)
H (1.13, 1.54, -4.70)
H (1.07, 3.29, -4.73)
C (-2.52, -1.60, -3.33)
H (-2.55, -1.91, -2.28)
H (-2.50, -2.47, -4.00)
H (-3.44, -1.02, -3.53)
C (0.31, -1.68, -4.11)
H (0.83, -1.31, -5.02)
H (-0.15, -2.65, -4.31)
H (1.10, -1.74, -3.32)
F (-2.75, -1.19, 4.54)
C (-2.64, -2.19, 3.61)
F (-1.50, -2.87, 3.95)
F (-3.70, -2.98, 3.73)
S (-2.56, -1.40, 1.93)
O (-2.64, -2.26, 0.77)
O (-3.66, -0.41, 2.04)
O (-1.28, -0.67, 2.09)

For the HOMO energy (alpha / beta), the calculation gives -9.809 / -9.718 eV. Its HOMO-LUMO gap (alpha / beta) is 5.12 / 5.13 eV. As for the multiplicity: 7. As for the charge: +1.


[2]
DFT (ωB97M-V with the def2-TZVPD basis set) results for 15 unconnected molecules or ions with the total composition C47H107N13O17 at a distorted geometry.

Cartesian coordinates (Å):
C (3.88, -1.56, 3.52)
O (4.77, -2.37, 3.25)
N (2.71, -1.85, 4.08)
C (2.44, -3.24, 4.49)
C (1.56, -1.00, 4.25)
H (3.88, -0.48, 3.27)
H (1.53, -3.65, 4.06)
H (2.36, -3.35, 5.57)
H (3.27, -3.94, 4.36)
H (0.60, -1.28, 3.81)
H (1.28, -0.97, 5.30)
H (1.75, 0.04, 4.00)
C (-4.22, -3.89, -1.27)
O (-3.56, -4.59, -2.03)
N (-3.61, -3.07, -0.32)
C (-2.19, -3.08, -0.06)
C (-4.37, -2.11, 0.50)
H (-5.32, -3.82, -1.21)
H (-1.61, -3.77, -0.67)
H (-2.01, -3.42, 0.97)
H (-1.80, -2.07, -0.10)
H (-5.46, -2.13, 0.41)
H (-4.24, -2.24, 1.57)
H (-4.05, -1.08, 0.39)
C (1.74, 3.68, 0.76)
O (2.91, 3.51, 1.13)
N (0.88, 4.35, 1.54)
C (-0.46, 4.53, 1.12)
C (1.27, 4.99, 2.78)
H (1.30, 3.34, -0.19)
H (-0.56, 4.15, 0.10)
H (-0.68, 5.60, 1.05)
H (-1.07, 4.03, 1.87)
H (0.54, 4.77, 3.56)
H (2.24, 4.60, 3.09)
H (1.40, 6.07, 2.73)
C (-1.00, -5.71, 3.24)
O (-1.84, -4.79, 3.24)
N (0.17, -5.65, 2.55)
C (1.20, -6.76, 2.57)
C (0.48, -4.38, 1.77)
H (-1.08, -6.62, 3.85)
H (0.82, -7.59, 3.17)
H (2.13, -6.44, 3.04)
H (1.47, -7.26, 1.64)
H (1.49, -3.99, 1.88)
H (0.41, -4.64, 0.71)
H (-0.26, -3.60, 1.93)
C (4.90, 1.25, -0.73)
O (5.11, 0.13, -0.36)
N (5.70, 1.90, -1.61)
C (5.30, 3.27, -2.00)
C (6.92, 1.38, -2.27)
H (4.06, 1.88, -0.43)
H (5.99, 4.03, -1.63)
H (4.33, 3.60, -1.63)
H (5.30, 3.32, -3.09)
H (7.84, 1.88, -1.98)
H (7.19, 0.42, -1.84)
H (6.80, 1.48, -3.34)
C (3.49, -5.61, -0.24)
O (2.92, -5.18, -1.27)
N (4.67, -5.14, 0.12)
C (5.41, -5.65, 1.29)
C (5.33, -4.00, -0.55)
H (3.14, -6.39, 0.45)
H (4.91, -6.48, 1.79)
H (5.48, -4.78, 1.94)
H (6.40, -6.06, 1.09)
H (6.33, -4.32, -0.83)
H (4.78, -3.64, -1.42)
H (5.32, -3.12, 0.09)
C (-3.40, 2.31, -4.47)
O (-4.02, 2.02, -5.50)
N (-3.49, 3.49, -3.87)
C (-2.71, 3.78, -2.70)
C (-4.04, 4.60, -4.61)
H (-2.70, 1.64, -3.95)
H (-2.31, 2.86, -2.28)
H (-3.25, 4.38, -1.96)
H (-1.78, 4.24, -3.04)
H (-3.33, 5.03, -5.32)
H (-4.79, 4.15, -5.25)
H (-4.57, 5.35, -4.02)
C (-1.61, -1.97, -4.09)
O (-1.74, -0.73, -4.04)
N (-0.56, -2.65, -3.56)
C (-0.42, -4.10, -3.76)
C (0.53, -1.98, -2.92)
H (-2.41, -2.57, -4.55)
H (-1.28, -4.69, -3.45)
H (0.43, -4.56, -3.25)
H (-0.24, -4.33, -4.82)
H (0.99, -2.40, -2.03)
H (1.38, -1.76, -3.57)
H (0.15, -1.01, -2.61)
C (-5.46, 4.80, 0.00)
O (-4.68, 5.42, -0.74)
N (-4.96, 3.88, 0.83)
C (-5.87, 3.17, 1.73)
C (-3.54, 3.39, 0.75)
H (-6.56, 4.83, 0.10)
H (-6.09, 2.13, 1.47)
H (-6.81, 3.73, 1.81)
H (-5.41, 3.22, 2.72)
H (-3.00, 3.84, -0.09)
H (-3.02, 3.65, 1.67)
H (-3.69, 2.32, 0.64)
C (1.40, 3.36, -3.42)
O (0.51, 3.37, -2.59)
N (1.97, 2.22, -3.89)
C (2.85, 2.24, -5.04)
C (1.65, 0.93, -3.27)
H (1.76, 4.25, -3.96)
H (3.87, 1.84, -5.00)
H (3.04, 3.25, -5.41)
H (2.40, 1.67, -5.85)
H (2.54, 0.40, -2.91)
H (1.05, 1.05, -2.37)
H (0.93, 0.46, -3.95)
C (4.84, -1.24, -3.79)
O (3.78, -1.12, -4.38)
N (6.02, -1.53, -4.40)
C (7.34, -1.69, -3.80)
C (6.05, -1.82, -5.79)
H (4.97, -1.07, -2.71)
H (7.89, -0.89, -4.30)
H (7.85, -2.63, -3.98)
H (7.30, -1.57, -2.72)
H (6.78, -1.23, -6.34)
H (6.42, -2.85, -5.88)
H (5.07, -1.77, -6.25)
C (-3.91, 0.28, 3.22)
O (-2.92, 0.66, 2.65)
N (-3.91, -0.63, 4.20)
C (-5.17, -1.08, 4.84)
C (-2.66, -1.30, 4.63)
H (-4.93, 0.56, 2.93)
H (-5.00, -0.89, 5.90)
H (-5.27, -2.13, 4.56)
H (-6.02, -0.54, 4.41)
H (-2.62, -1.38, 5.72)
H (-2.48, -2.33, 4.33)
H (-1.76, -0.75, 4.39)
C (-7.11, -0.11, -1.93)
O (-8.17, 0.44, -1.47)
N (-5.90, 0.48, -2.11)
C (-4.81, -0.33, -2.77)
C (-5.63, 1.84, -1.70)
H (-7.08, -1.12, -2.38)
H (-5.04, -0.17, -3.83)
H (-4.82, -1.40, -2.62)
H (-3.79, 0.02, -2.67)
H (-5.61, 2.53, -2.55)
H (-6.33, 2.25, -0.98)
H (-4.70, 1.95, -1.14)
O (1.82, 0.00, 1.56)
C (1.56, -0.71, 0.60)
O (0.45, -0.59, -0.15)
C (-0.57, 0.36, 0.21)
C (-1.59, 0.51, -0.96)
C (2.37, -1.91, 0.18)
H (-0.11, 1.33, 0.39)
H (-1.05, 0.03, 1.13)
H (-1.84, -0.49, -1.31)
H (-1.08, 1.06, -1.76)
H (-2.55, 0.94, -0.69)
H (1.77, -2.83, 0.12)
H (3.07, -2.03, 1.00)
H (2.97, -1.68, -0.70)
O (-2.03, 3.58, 4.23)
C (-1.20, 3.11, 4.99)
O (-0.64, 3.74, 6.07)
C (-1.04, 4.98, 6.53)
C (-0.80, 6.13, 5.55)
C (-0.61, 1.67, 4.77)
H (-0.48, 5.28, 7.41)
H (-2.03, 4.98, 6.99)
H (0.24, 6.06, 5.24)
H (-0.88, 7.11, 6.03)
H (-1.45, 5.99, 4.69)
H (-0.88, 1.28, 3.79)
H (-1.05, 1.02, 5.52)
H (0.47, 1.70, 4.90)

For the HOMO energy, the calculation gives -8.382 eV. Its HOMO-LUMO gap is 8.77 eV.


[3]
DFT (ωB97M-V with the def2-TZVPD basis set) results for 2 unconnected molecules or ions with the total composition C5H13NO2 at a distorted geometry.

Cartesian coordinates (Å):
N (0.98, -0.85, 3.22)
C (0.65, -0.85, 1.87)
C (-0.25, -0.02, 1.32)
C (-0.71, -0.32, -0.11)
C (-0.08, 0.61, -1.16)
C (0.23, 2.03, -0.66)
O (-0.97, 2.71, -0.32)
H (0.58, -0.12, 3.77)
H (1.87, -1.14, 3.60)
H (1.23, -1.63, 1.39)
H (-0.72, 0.83, 1.78)
H (-0.57, -1.36, -0.36)
H (-1.78, -0.08, -0.18)
H (-0.76, 0.68, -2.01)
H (0.88, 0.18, -1.49)
H (0.97, 2.05, 0.14)
H (0.56, 2.57, -1.55)
H (-1.41, 2.36, 0.47)
O (-0.01, -2.47, -2.94)
H (-0.26, -3.36, -3.31)
H (-0.43, -1.80, -3.46)

Its SMILES is N/C=C/CCCO.O. For the HOMO energy, the calculation gives -7.904 eV. Its HOMO-LUMO gap is 8.73 eV. The relative energy (zero: lowest compared OMol25 entry of this formula, charge and spin) is 48.6 kcal per mole.


[4]
DFT (ωB97M-V with the def2-TZVPD basis set) results for a molecular structure, C9H25N7PPb.

Cartesian coordinates (Å):
Pb (0.12, -0.56, -0.53)
N (1.42, 1.55, 0.26)
C (2.87, 1.23, 0.35)
C (3.34, 0.66, -0.97)
N (2.60, -0.59, -1.34)
C (3.28, -1.84, -0.92)
C (2.71, -2.36, 0.39)
N (1.26, -2.58, 0.22)
H (1.10, 1.92, 1.15)
H (1.31, 2.31, -0.41)
H (3.46, 2.11, 0.59)
H (3.01, 0.51, 1.16)
H (3.19, 1.39, -1.77)
H (4.41, 0.46, -0.93)
H (2.51, -0.61, -2.35)
H (3.15, -2.58, -1.71)
H (4.35, -1.68, -0.81)
H (3.22, -3.29, 0.67)
H (2.86, -1.66, 1.20)
H (1.11, -3.32, -0.47)
H (0.84, -2.91, 1.09)
N (-0.28, -0.57, 2.05)
C (-0.27, -0.63, 3.21)
N (-0.10, -0.66, 4.50)
C (-1.00, -0.54, 5.40)
N (-1.79, -0.48, 6.27)
C (-4.16, 0.72, -0.77)
P (-2.65, 1.66, -0.95)
C (-2.55, 2.95, 0.29)
C (-2.53, 2.35, -2.60)
H (-4.99, 1.44, -0.83)
H (-4.21, 0.22, 0.20)
H (-4.27, -0.01, -1.58)
H (-3.48, 3.52, 0.23)
H (-1.71, 3.62, 0.09)
H (-2.46, 2.52, 1.29)
H (-3.39, 3.02, -2.73)
H (-2.57, 1.57, -3.36)
H (-1.62, 2.94, -2.72)
N (-1.82, -2.72, -0.69)
H (-2.41, -2.64, -1.51)
H (-2.46, -2.78, 0.10)
H (-1.43, -3.66, -0.76)

For the HOMO energy (alpha / beta), the calculation gives -18.665 / -19.087 eV. Its HOMO-LUMO gap (alpha / beta) is 6.35 / 6.83 eV. The relative energy (zero: lowest compared OMol25 entry of this formula, charge and spin) is 1.5 kcal per mole. As for the charge: +3.


[5]
DFT (ωB97M-V with the def2-TZVPD basis set) results for a molecular structure, C15H12AsBrF30NaO3 at a distorted geometry.

Cartesian coordinates (Å):
Na (0.47, 0.95, 4.48)
As (4.41, 3.38, 2.00)
F (4.18, 2.90, 0.30)
F (5.69, 2.26, 2.11)
F (4.64, 3.77, 3.75)
F (3.25, 4.74, 1.74)
F (3.12, 2.24, 2.36)
F (5.58, 4.64, 1.57)
Br (2.21, 2.52, 7.52)
C (3.17, -1.51, -1.89)
C (2.54, -1.75, -3.33)
C (3.65, -1.69, -4.44)
F (4.58, -0.68, -4.33)
F (4.32, -2.86, -4.40)
F (1.97, -2.99, -3.34)
F (1.54, -0.89, -3.51)
O (2.14, -1.66, -0.86)
C (2.40, -2.37, 0.27)
C (2.14, -3.87, 0.05)
F (2.94, -4.46, -0.86)
F (2.01, -4.71, 1.12)
F (3.62, -2.15, 0.79)
F (1.59, -1.95, 1.16)
H (3.60, -0.51, -1.86)
H (4.03, -2.12, -1.62)
H (3.32, -1.67, -5.47)
H (1.13, -3.92, -0.35)
C (-4.95, -3.92, 1.27)
C (-3.78, -3.21, 2.05)
C (-4.25, -1.90, 2.75)
F (-3.20, -1.37, 3.39)
F (-4.76, -0.93, 1.99)
F (-3.35, -4.05, 2.95)
F (-2.71, -2.93, 1.23)
O (-6.06, -3.93, 2.16)
C (-6.61, -5.19, 2.70)
C (-7.42, -4.75, 3.91)
F (-7.99, -5.81, 4.53)
F (-6.64, -4.10, 4.72)
F (-7.32, -5.76, 1.75)
F (-5.68, -6.09, 3.06)
H (-4.65, -4.84, 0.77)
H (-5.24, -3.31, 0.42)
H (-4.83, -2.10, 3.66)
H (-8.20, -4.07, 3.56)
C (-0.35, 4.71, -2.51)
C (-0.94, 4.48, -1.04)
C (-0.33, 3.20, -0.53)
F (-0.70, 2.77, 0.66)
F (-0.42, 2.11, -1.34)
F (-0.68, 5.58, -0.27)
F (-2.28, 4.49, -1.13)
O (1.04, 4.95, -2.43)
C (1.71, 5.19, -3.63)
C (3.21, 5.44, -3.18)
F (4.10, 5.65, -4.21)
F (3.39, 6.33, -2.24)
F (1.50, 4.06, -4.31)
F (1.23, 6.24, -4.35)
H (-0.86, 5.59, -2.90)
H (-0.65, 3.88, -3.14)
H (0.74, 3.42, -0.50)
H (3.69, 4.54, -2.80)

For the HOMO energy, the calculation gives -4.742 eV. Its HOMO-LUMO gap is 5.24 eV. The relative energy (zero: lowest compared OMol25 entry of this formula, charge and spin) is 92.6 kcal per mole. As for the charge: -1.


[6]
DFT (ωB97M-V with the def2-TZVPD basis set) results for a gas-phase ion, C9H18IN4 (charge +1) at a distorted geometry.

Cartesian coordinates (Å):
C (1.66, -3.16, 1.25)
C (1.08, -2.90, -0.07)
C (0.67, -1.44, -0.19)
C (-0.07, -0.93, -1.43)
C (-0.76, 0.35, -1.21)
N (-1.71, 0.57, -2.27)
N (0.20, 1.48, -1.25)
C (0.67, 2.17, -0.22)
N (1.89, 2.78, -0.17)
N (-0.10, 2.22, 0.87)
C (-1.27, 1.41, 0.93)
C (-2.01, 1.57, 2.26)
C (-1.55, 0.47, 0.05)
I (-3.28, -0.62, 0.13)
H (2.70, -2.77, 1.28)
H (1.87, -4.13, 1.72)
H (1.02, -2.46, 2.01)
H (0.15, -3.46, -0.23)
H (1.81, -3.23, -0.76)
H (0.04, -1.22, 0.70)
H (1.61, -0.98, -0.17)
H (-0.79, -1.67, -1.74)
H (0.57, -0.82, -2.39)
H (-1.70, 1.51, -2.57)
H (-1.63, -0.11, -3.04)
H (0.86, 1.46, -2.07)
H (1.95, 3.74, 0.25)
H (2.52, 2.77, -1.13)
H (0.21, 2.63, 1.67)
H (-3.07, 2.04, 2.12)
H (-1.46, 2.12, 2.92)
H (-2.06, 0.61, 2.75)

Its SMILES is CCCC[C@]1(N)NC(=[NH2+])NC(C)=C1I. For the HOMO energy, the calculation gives -11.943 eV. Its HOMO-LUMO gap is 8.83 eV. The relative energy (zero: lowest compared OMol25 entry of this formula, charge and spin) is 0.0 kcal per mole. As for the charge: +1.